[1]
A molecular structure, C15H25INO4P2PtS, computed with wB97M-V/def2-TZVPD.

```
50
Properties=species:S:1:pos:R:3:lowdin_spin:R:1
C 1.75 -0.53 -3.01 -0.003
I -1.38 -2.66 -0.95 0.973
H 1.31 -1.43 -3.45 0.005
H 2.82 -0.61 -2.84 -0.003
H 1.66 0.35 -3.61 0.000
Pt 0.77 0.00 -1.03 0.579
P 2.05 -2.08 -0.46 0.271
C 3.25 -1.36 0.68 0.067
C 1.50 -3.58 0.43 0.085
H 2.31 -4.32 0.55 0.012
H 3.64 -3.75 -1.31 0.008
H 0.69 -4.05 -0.15 0.039
H 2.44 -3.30 -2.52 0.001
H 2.72 -0.82 1.47 0.002
H 1.10 -3.31 1.40 0.000
C 3.08 -2.91 -1.73 0.033
H 3.86 -2.16 1.11 0.016
H 3.79 -2.22 -2.17 0.000
H 3.87 -0.66 0.13 0.001
P -1.11 0.73 -2.43 0.282
C -0.95 2.50 -2.08 0.075
C -0.94 0.50 -4.24 0.038
H -2.96 -0.84 -1.88 0.045
H -3.46 0.49 -2.99 0.011
H -3.11 0.83 -1.24 0.000
C -2.82 0.23 -2.12 0.088
H -0.78 -0.56 -4.45 0.002
H -1.86 0.84 -4.75 0.009
H -1.91 2.93 -2.40 0.020
H -0.11 2.98 -2.61 0.000
H -0.09 1.09 -4.58 0.000
H -0.83 2.62 -0.98 0.003
C 1.65 1.42 -0.37 0.162
O 2.25 2.34 -0.03 0.064
O -2.73 1.71 0.42 -0.007
C -1.86 1.60 1.29 0.010
N -0.52 1.69 0.96 0.135
S 0.50 1.66 2.22 0.000
O 1.27 0.43 2.21 0.054
O 1.27 2.85 2.51 0.029
C -0.87 1.49 3.40 0.277
C -0.74 1.27 4.78 0.067
C -1.94 0.98 5.47 0.061
C -3.20 1.08 4.82 0.304
C -3.30 1.26 3.47 0.113
C -2.09 1.41 2.74 0.063
H 0.24 1.06 5.24 0.000
H -1.89 0.68 6.51 0.000
H -4.01 0.77 5.48 0.010
H -4.32 1.33 3.09 0.002
```

Output
net charge = +3
highest occupied orbital energy (spin up / spin down) = -0.6740 / -0.6811 hartree
LUMO energy (spin up / spin down) = -11.62 / -13.70 eV
frontier orbital gap (spin up / spin down) = 0.247 / 0.178 Eh
2S+1 = 5
F_max = 0.1648 Eh/bohr
energy = -2438.9010 Ha

---

[2]
A molecular structure, C61H46BrClF2GeLaO3P3, computed with wB97M-V/def2-TZVPD.

```
119
Properties=species:S:1:pos:R:3:mulliken_charge:R:1
La -0.60 -4.27 2.70 1.699
F 1.65 4.35 -1.46 -0.497
Ge 0.76 2.89 -1.01 2.017
C -1.28 3.61 -1.47 -0.448
C -1.13 4.83 -2.12 -0.213
C -2.01 5.86 -1.83 -0.682
C -3.15 5.64 -0.97 -0.774
C -3.47 4.36 -0.66 -0.126
C -2.47 3.39 -0.75 0.545
P -2.75 1.65 -0.14 0.437
C -4.02 1.74 1.25 0.200
C -3.61 2.67 2.21 -0.632
C -4.60 3.29 3.04 -0.552
C -5.89 2.99 2.90 -0.503
C -6.30 1.95 2.13 -0.463
C -5.39 1.35 1.30 -0.728
C -4.23 1.20 -1.62 0.187
C -3.75 0.59 -2.76 0.152
C -4.53 0.12 -3.71 -0.404
C -5.89 0.52 -3.58 -0.516
C -6.22 1.51 -2.62 -0.771
C -5.60 1.64 -1.48 -0.133
C 1.36 3.32 0.94 0.125
C 1.17 4.69 1.24 -0.384
C 2.05 5.36 2.08 -0.993
C 3.27 4.73 2.40 -0.439
C 3.43 3.37 2.11 -0.244
C 2.42 2.61 1.52 0.037
P 2.52 0.75 1.71 0.731
C 2.01 0.79 3.48 -0.157
C 2.19 1.97 4.19 -0.350
C 2.29 1.98 5.55 -0.624
C 1.93 0.84 6.25 -0.449
C 1.46 -0.28 5.57 -0.656
C 1.57 -0.30 4.17 -0.105
C 4.35 0.63 2.01 0.024
C 5.01 0.46 3.22 0.371
C 6.41 0.30 3.28 -0.912
C 7.13 0.37 2.10 -0.546
C 6.48 0.58 0.88 -0.812
C 5.11 0.69 0.86 0.101
C 1.85 1.61 -2.37 -0.506
C 2.60 2.50 -3.21 -0.641
C 3.33 2.08 -4.28 -1.018
C 3.35 0.71 -4.52 -0.935
C 2.72 -0.15 -3.67 0.664
C 1.87 0.24 -2.62 -0.511
P 0.81 -1.23 -1.95 0.188
C 0.62 -1.93 -3.69 0.056
C 1.13 -3.12 -4.17 0.197
C 1.17 -3.37 -5.54 -0.927
C 0.72 -2.40 -6.40 -0.331
C 0.16 -1.22 -5.92 -1.097
C 0.12 -1.00 -4.57 0.057
C 2.22 -2.30 -1.51 0.411
C 2.17 -3.68 -1.30 -1.142
C 3.30 -4.45 -1.45 -0.370
C 4.52 -3.83 -1.50 -0.782
C 4.64 -2.47 -1.37 -0.504
C 3.48 -1.70 -1.42 0.448
H -0.22 5.03 -2.68 0.474
H -1.73 6.89 -2.09 0.310
H -3.87 6.46 -0.75 0.377
H -4.44 4.15 -0.20 0.220
H -2.72 3.23 1.95 0.271
H -4.24 4.11 3.69 0.350
H -6.57 3.51 3.52 0.449
H -7.32 1.86 1.89 0.385
H -5.67 0.46 0.73 0.776
H -2.66 0.58 -2.71 0.171
H -4.08 -0.03 -4.75 0.267
H -6.67 0.48 -4.32 0.368
H -7.39 1.85 -2.60 0.161
H -5.99 1.93 -0.54 0.492
H 0.32 5.23 0.80 0.353
H 1.85 6.43 2.34 0.338
H 4.10 5.28 2.78 0.455
H 4.33 2.87 2.43 0.303
H 2.22 2.92 3.69 0.343
H 2.59 2.91 6.09 0.375
H 1.93 0.86 7.35 0.359
H 1.11 -1.14 6.07 0.477
H 1.38 -1.24 3.65 0.266
H 4.41 0.44 4.16 0.119
H 6.95 0.10 4.17 0.463
H 8.18 0.20 2.11 0.379
H 7.03 0.68 -0.07 0.402
H 4.58 0.77 -0.10 0.220
H 2.68 3.55 -3.03 0.592
H 3.84 2.80 -4.90 0.408
H 3.91 0.24 -5.33 0.441
H 2.81 -1.20 -3.88 0.414
H 1.53 -3.87 -3.51 0.477
H 1.57 -4.33 -5.93 0.430
H 0.84 -2.60 -7.46 0.370
H -0.24 -0.51 -6.66 0.400
H -0.26 -0.06 -4.18 0.423
H 1.19 -4.16 -1.18 0.609
H 3.26 -5.51 -1.35 0.570
H 5.41 -4.41 -1.51 0.423
H 5.60 -1.95 -1.29 0.409
H 3.53 -0.59 -1.42 -0.014
O -1.97 -2.30 2.05 -0.792
Cl 3.39 -8.91 -3.10 -0.992
F 0.97 -5.54 1.91 -0.700
Br -4.91 -8.69 4.34 -0.236
C -4.26 -7.43 2.89 -0.521
C -5.05 -7.34 1.67 -0.022
C -4.91 -6.31 0.72 -0.589
C -3.88 -5.36 0.95 -0.108
C -2.90 -5.51 2.03 -0.556
C -3.27 -6.46 3.03 0.522
C -2.63 -6.27 4.33 0.761
O -3.02 -6.63 5.41 -0.636
O -1.42 -5.77 4.23 -0.713
H -5.89 -8.09 1.54 0.241
H -5.59 -6.44 -0.14 0.286
H -3.57 -4.55 0.28 0.325
H -2.60 -1.63 1.46 0.082
```

Output
net charge = -2
highest occupied orbital energy = -0.0803 hartree
LUMO energy = 2.86 eV
frontier orbital gap = 0.185 Eh
2S+1 = 1
F_max = 0.1492 Eh/bohr
energy = -8944.2132 Ha